[1]
C5H7Cl2N3O2S | ωB97M-V/def2-TZVPD

XYZ file:
```
20
C5H7Cl2N3O2S (ωB97M-V/def2-TZVPD)
N -0.557 2.327 0.741
C 0.535 2.007 0.107
O 1.547 2.652 -0.041
C 0.378 0.567 -0.550
Cl -1.022 0.726 -1.665
C 1.802 0.147 -1.229
S 2.378 -1.381 -0.387
N 0.722 -1.961 -0.255
C -0.009 -0.526 0.380
Cl 0.586 -0.094 2.059
C -1.518 -0.839 0.499
N -1.810 -2.069 0.210
O -2.161 -0.013 1.133
H -1.192 1.560 1.040
H -0.567 3.249 1.166
H 1.777 0.088 -2.329
H 2.456 1.126 -0.929
H 0.713 -2.729 0.395
H -1.322 -2.442 -0.583
H -2.735 -2.398 0.239
```

Output
- Strongest force on any atom: 4.35 eV/Å
- Spin multiplicity: 1
- HOMO level: -8.62 eV
- Structure (SMILES): NC(=O)[C@@]1(Cl)CSN[C@]1(Cl)C(N)=O

[2]
C6H5NOS | ωB97M-V/def2-TZVPD

XYZ file:
```
14
C6H5NOS (ωB97M-V/def2-TZVPD)
O 0.050 -2.013 2.900
C -0.435 -2.320 1.840
C -0.550 -1.368 0.721
C 0.138 -0.201 0.552
N 0.001 0.412 -0.664
C 0.768 1.531 -0.732
C 1.209 1.839 0.496
C 0.984 0.751 1.351
S 1.574 0.449 2.818
H -0.883 -3.260 1.524
H -1.181 -1.811 -0.005
H -0.140 -0.209 -1.470
H 0.896 2.101 -1.711
H 1.720 2.712 0.664
```

Output
- Strongest force on any atom: 2.92 eV/Å
- Spin multiplicity: 1
- HOMO level: -8.07 eV
- Structure (SMILES): O=C/C=C1/NC=CC1=S

[3]
C23H27N3O4S | ωB97M-V/def2-TZVPD

XYZ file:
```
58
C23H27N3O4S (ωB97M-V/def2-TZVPD)
C 1.225 0.822 -4.654
C 1.829 0.462 -3.293
C 0.723 0.225 -2.309
C 0.136 -1.040 -2.263
C -0.973 -1.302 -1.488
C -1.548 -0.283 -0.730
C -2.753 -0.512 0.040
C -3.485 -1.647 0.292
C -4.551 -1.198 1.109
C -5.659 -1.996 1.688
N -4.445 0.091 1.315
O -3.345 0.525 0.662
C -0.949 0.974 -0.737
C 0.173 1.216 -1.503
S 0.813 2.903 -1.354
O 1.561 3.267 -2.524
O -0.288 3.734 -0.970
N 1.895 2.952 -0.088
C 3.171 2.317 -0.274
C 3.109 0.803 0.027
N 2.046 0.543 0.972
C 1.486 -0.715 1.077
C 2.096 -1.805 0.451
C 1.547 -3.074 0.472
C 0.368 -3.302 1.147
C -0.252 -2.246 1.797
C 0.271 -0.966 1.763
O -0.363 0.097 2.366
C -1.374 -0.160 3.310
C 1.923 1.595 1.951
C 1.381 2.857 1.262
H 2.011 0.912 -5.399
H 0.518 0.060 -4.978
H 0.710 1.776 -4.578
H 2.464 1.289 -2.983
H 2.431 -0.445 -3.392
H 0.559 -1.830 -2.865
H -1.404 -2.290 -1.483
H -3.299 -2.646 -0.040
H -6.294 -1.353 2.289
H -6.252 -2.444 0.891
H -5.264 -2.799 2.308
H -1.377 1.781 -0.166
H 3.471 2.498 -1.305
H 3.892 2.814 0.384
H 4.087 0.473 0.416
H 2.900 0.255 -0.892
H 3.041 -1.669 -0.050
H 2.057 -3.882 -0.030
H -0.071 -4.287 1.184
H -1.175 -2.432 2.323
H -2.271 -0.589 2.858
H -1.020 -0.826 4.104
H -1.629 0.810 3.734
H 2.916 1.801 2.377
H 1.263 1.297 2.758
H 0.294 2.835 1.199
H 1.676 3.753 1.821
```

Output
- Strongest force on any atom: 1.34 eV/Å
- Spin multiplicity: 1
- HOMO level: -7.67 eV
- Structure (SMILES): CCc1ccc(-c2cc(C)no2)cc1S(=O)(=O)N1CCN(c2ccccc2OC)CC1

[4]
C16H17NO | ωB97M-V/def2-TZVPD

XYZ file:
```
35
C16H17NO (ωB97M-V/def2-TZVPD)
C 1.724 0.367 2.756
C 1.945 0.535 1.290
C 2.991 0.140 0.521
N 2.752 0.504 -0.795
C 1.664 1.342 -0.837
C 1.016 1.933 -1.920
C -0.217 2.512 -1.679
C -0.743 2.519 -0.375
C -0.143 1.976 0.729
C 1.078 1.322 0.436
H 0.733 -0.056 2.897
H 1.732 1.263 3.379
H 2.457 -0.278 3.189
H 3.936 -0.308 0.763
H 3.363 0.347 -1.574
H 1.498 1.909 -2.895
H -0.763 2.980 -2.487
H -1.745 2.954 -0.362
H -0.508 1.846 1.736
C -0.786 -2.263 -2.593
C -1.191 -1.852 -1.194
C -0.789 -2.546 -0.076
C -1.063 -2.071 1.225
C -1.852 -0.951 1.358
O -2.157 -0.527 2.646
C -2.387 -0.311 0.237
C -2.136 -0.833 -1.014
H 0.231 -2.614 -2.622
H -1.019 -1.468 -3.292
H -1.483 -3.049 -2.904
H 0.012 -3.270 -0.063
H -0.614 -2.552 2.080
H -1.878 0.384 2.791
H -2.927 0.593 0.495
H -2.733 -0.478 -1.845
```

Output
- Strongest force on any atom: 2.29 eV/Å
- Spin multiplicity: 1
- HOMO level: -7.90 eV
- Structure (SMILES): Cc1c[nH]c2ccccc12.Cc1ccc(O)cc1

[5]
C18H26N2O3S | ωB97M-V/def2-TZVPD

XYZ file:
```
50
C18H26N2O3S (ωB97M-V/def2-TZVPD)
C -2.667 -3.342 0.254
C -1.357 -2.623 0.182
C -0.233 -3.302 -0.296
C 0.996 -2.687 -0.391
C 1.156 -1.361 0.006
C 2.514 -0.737 -0.117
O 3.295 -1.083 -0.982
N 2.770 0.209 0.813
C 4.010 0.959 0.915
C 4.360 1.719 -0.385
C 5.671 1.108 -0.879
C 6.368 0.679 0.407
C 5.227 0.057 1.207
C 0.043 -0.671 0.462
C -1.189 -1.295 0.550
S -2.454 -0.166 1.156
O -3.682 -0.842 1.482
O -1.857 0.628 2.192
N -2.589 0.818 -0.196
C -3.290 0.205 -1.304
C -4.810 0.285 -1.156
C -5.232 1.738 -0.944
C -4.502 2.306 0.271
C -2.993 2.185 0.068
H -3.405 -2.756 0.791
H -3.036 -3.542 -0.752
H -2.537 -4.301 0.753
H -0.342 -4.334 -0.597
H 1.856 -3.219 -0.771
H 2.075 0.366 1.525
H 3.863 1.669 1.733
H 3.564 1.618 -1.120
H 4.491 2.779 -0.166
H 6.259 1.809 -1.469
H 5.451 0.228 -1.482
H 6.767 1.550 0.930
H 7.181 -0.024 0.232
H 5.022 -0.941 0.823
H 5.439 -0.013 2.273
H 0.086 0.368 0.749
H -2.960 -0.834 -1.357
H -2.971 0.718 -2.218
H -5.285 -0.128 -2.047
H -5.107 -0.309 -0.291
H -6.312 1.796 -0.795
H -4.979 2.327 -1.829
H -4.769 3.352 0.428
H -4.779 1.738 1.162
H -2.453 2.500 0.962
H -2.670 2.796 -0.782
```

Output
- Strongest force on any atom: 1.03 eV/Å
- Spin multiplicity: 1
- HOMO level: -9.34 eV
- Structure (SMILES): Cc1ccc(C(=O)NC2CCCC2)cc1S(=O)(=O)N1CCCCC1

[6]
C32H25IrN2S4 | ωB97M-V/def2-TZVPD

XYZ file:
```
64
C32H25IrN2S4 (ωB97M-V/def2-TZVPD)
Ir -0.690 -0.486 -0.100
S -2.003 -0.708 1.839
C -3.409 0.170 1.236
C -4.669 -0.058 1.800
C -5.788 0.619 1.355
C -5.698 1.561 0.334
C -4.461 1.828 -0.226
C -3.346 1.127 0.211
S -1.713 1.532 -0.368
C -1.761 1.423 -2.205
C -0.542 0.713 -2.753
C -0.152 0.845 -4.078
C 0.917 0.097 -4.540
C 1.604 -0.745 -3.678
C 1.199 -0.810 -2.357
C 1.860 -1.632 -1.292
S 0.629 -2.434 -0.197
C -0.245 -3.439 -1.376
C 0.366 -4.620 -1.796
C -0.260 -5.442 -2.709
C -1.524 -5.083 -3.178
C -2.139 -3.929 -2.742
C -1.514 -3.068 -1.824
S -2.383 -1.655 -1.271
N 0.143 -0.101 -1.942
H -4.754 -0.800 2.584
H -6.750 0.406 1.804
H -6.578 2.085 -0.014
H -4.362 2.578 -1.002
H -1.818 2.431 -2.616
H -2.656 0.863 -2.480
H -0.697 1.507 -4.737
H 1.217 0.168 -5.577
H 2.443 -1.335 -4.019
H 2.394 -0.972 -0.602
H 2.542 -2.374 -1.702
H 1.337 -4.886 -1.392
H 0.215 -6.354 -3.042
H -2.036 -5.722 -3.888
H -3.125 -3.666 -3.103
N 0.842 0.458 0.862
C 1.580 1.036 1.678
C 2.385 0.274 2.710
C 1.817 -0.853 3.299
C 2.540 -1.624 4.194
C 3.854 -1.287 4.501
C 4.432 -0.171 3.914
C 3.696 0.611 3.032
C 1.751 2.543 1.668
C 1.635 3.228 0.461
C 1.712 4.610 0.414
C 1.892 5.335 1.586
C 2.003 4.665 2.795
C 1.945 3.277 2.834
H 0.796 -1.110 3.041
H 2.081 -2.488 4.657
H 4.422 -1.891 5.197
H 5.456 0.094 4.144
H 4.149 1.488 2.582
H 1.477 2.644 -0.439
H 1.632 5.127 -0.535
H 1.946 6.416 1.555
H 2.135 5.223 3.714
H 2.034 2.761 3.782
```

Output
- Strongest force on any atom: 0.36 eV/Å
- Spin multiplicity: 1
- HOMO level: -6.48 eV

[7]
C29H65O16P | ωB97M-V/def2-TZVPD

XYZ file:
```
111
C29H65O16P (ωB97M-V/def2-TZVPD)
C -1.150 -3.070 1.260
O -1.173 -4.162 0.341
P -0.164 -4.214 -0.912
O 1.056 -5.005 -0.726
O -1.105 -4.782 -2.062
C -1.181 -6.180 -2.305
O 0.073 -2.670 -1.260
C -0.896 -1.818 -1.872
H -1.980 -2.393 1.064
H -0.180 -2.570 1.233
H -1.222 -3.443 2.282
H -1.134 -6.781 -1.400
H -0.420 -6.541 -3.002
H -2.115 -6.332 -2.850
H -0.387 -1.266 -2.658
H -1.204 -1.136 -1.073
H -1.826 -2.296 -2.181
O -1.958 2.765 8.036
C -0.756 2.897 7.397
C 0.390 2.391 7.986
C 1.606 2.460 7.350
C 1.720 3.132 6.132
O 2.947 3.294 5.513
C 0.588 3.679 5.543
C -0.634 3.603 6.200
H -2.642 2.519 7.406
H 0.254 1.801 8.885
H 2.460 1.947 7.771
H 3.208 4.219 5.563
H 0.548 4.093 4.543
H -1.554 3.909 5.712
C 1.528 7.311 0.982
O 1.715 7.697 2.312
C 2.971 7.384 2.893
C 3.288 5.944 3.200
O 3.321 5.041 2.117
C 3.914 3.809 2.498
H 0.704 7.874 0.553
H 1.401 6.233 0.846
H 2.339 7.469 0.252
H 3.007 7.920 3.843
H 3.686 7.915 2.252
H 2.492 5.635 3.893
H 4.239 5.945 3.746
H 3.230 3.273 3.160
H 4.909 3.890 2.936
H 3.894 3.194 1.598
C -2.339 1.060 -3.029
O -1.159 1.318 -2.324
C -1.370 2.143 -1.195
C -0.453 1.558 -0.109
O -0.307 2.285 1.079
C 0.754 1.805 1.846
H -2.921 1.957 -3.274
H -2.943 0.305 -2.509
H -2.232 0.637 -4.035
H -2.411 2.105 -0.865
H -1.155 3.186 -1.435
H 0.488 1.269 -0.592
H -0.850 0.568 0.166
H 0.681 0.732 2.058
H 0.778 2.251 2.846
H 1.776 2.036 1.533
C -4.751 -1.902 -2.951
O -4.335 -1.624 -1.627
C -5.206 -0.696 -0.997
C -4.857 -0.605 0.493
O -3.644 0.051 0.757
C -3.290 0.167 2.115
H -5.308 -1.144 -3.509
H -5.278 -2.858 -3.027
H -3.821 -1.993 -3.531
H -6.272 -0.948 -0.996
H -5.112 0.287 -1.474
H -4.729 -1.600 0.938
H -5.736 -0.083 0.896
H -2.366 0.742 2.160
H -3.092 -0.864 2.442
H -4.027 0.649 2.764
C 2.393 0.256 -2.244
O 2.958 0.207 -0.945
C 3.836 -0.894 -0.735
C 3.306 -1.931 0.220
O 3.424 -1.453 1.546
C 3.036 -2.355 2.550
H 2.013 1.265 -2.382
H 1.739 -0.610 -2.352
H 3.141 0.184 -3.048
H 4.765 -0.473 -0.339
H 4.085 -1.336 -1.704
H 3.790 -2.885 -0.008
H 2.220 -1.994 0.067
H 3.067 -1.793 3.484
H 3.737 -3.191 2.632
H 1.998 -2.666 2.376
C -1.900 -3.038 -5.104
O -1.029 -3.822 -5.861
C 0.223 -4.105 -5.243
C 1.329 -4.253 -6.268
O 1.420 -5.454 -6.990
C 0.381 -5.648 -7.921
H -2.548 -2.524 -5.834
H -1.506 -2.159 -4.583
H -2.537 -3.709 -4.511
H 0.010 -4.997 -4.638
H 0.551 -3.374 -4.493
H 2.265 -3.966 -5.784
H 1.275 -3.440 -7.006
H 0.597 -5.091 -8.835
H -0.578 -5.436 -7.438
H 0.225 -6.691 -8.214
```

Output
- Strongest force on any atom: 1.85 eV/Å
- Spin multiplicity: 1
- HOMO level: -8.65 eV
- Structure (SMILES): COP(=O)(OC)OC.Oc1ccc(O)cc1.COCCOC.COCCOC.COCCOC.COCCOC.COCCOC

[8]
C10H26Br4N6O12 | ωB97M-V/def2-TZVPD

XYZ file:
```
58
C10H26Br4N6O12 (ωB97M-V/def2-TZVPD)
C 1.074 3.274 -1.052
N 2.569 3.502 -1.187
O 3.351 3.111 -0.353
O 2.918 4.079 -2.255
H 0.493 4.185 -0.903
H 0.916 2.406 -0.412
H 0.776 3.025 -2.070
C -0.680 -2.318 4.047
N -0.353 -1.279 3.147
O -0.488 -0.107 3.496
O 0.130 -1.674 2.085
H -1.715 -2.196 4.367
H 0.030 -2.293 4.874
H -0.619 -3.253 3.490
C 1.740 -1.686 -1.715
N 0.689 -1.871 -2.712
O 0.388 -3.023 -3.007
O 0.232 -0.910 -3.316
H 2.606 -2.328 -1.876
H 1.289 -2.014 -0.779
H 1.910 -0.610 -1.715
C -2.575 -1.654 1.011
N -2.690 -2.354 2.282
O -1.726 -2.979 2.641
O -3.699 -2.285 2.956
H -3.025 -2.213 0.190
H -1.506 -1.462 0.919
H -3.162 -0.736 1.010
C -1.768 -0.520 -2.423
N -1.987 -1.496 -1.295
O -1.076 -2.249 -0.995
O -3.076 -1.468 -0.765
H -2.576 0.211 -2.417
H -1.608 -1.030 -3.373
H -0.863 0.038 -2.182
C 0.724 1.013 -4.032
N 1.365 1.107 -2.678
O 2.425 1.593 -2.546
O 0.689 0.862 -1.666
H -0.061 1.746 -4.218
H 0.398 -0.020 -4.157
H 1.533 1.217 -4.732
Br -1.734 0.226 0.598
C 0.181 0.210 -0.166
C 0.994 -0.637 0.796
Br 2.979 -0.639 0.314
H 0.434 1.270 -0.197
H 0.157 -0.229 -1.163
H 0.699 -1.684 0.738
H 0.953 -0.277 1.824
Br 1.707 2.193 0.774
C 0.084 2.352 1.990
C 0.441 1.764 3.338
Br -0.762 2.177 4.884
H -0.709 1.728 1.578
H -0.237 3.386 2.121
H 1.405 2.133 3.688
H 0.415 0.683 3.199
```

Output
- Strongest force on any atom: 18.30 eV/Å
- Spin multiplicity: 1
- HOMO level: -7.54 eV

[9]
C3H8N2O2 | ωB97M-V/def2-TZVPD

XYZ file:
```
15
C3H8N2O2 (ωB97M-V/def2-TZVPD)
C 0.487 0.525 -0.240
C 0.059 -1.357 -1.863
C -0.089 1.381 1.765
N -0.595 -1.430 0.448
N 0.106 -0.717 -0.536
O 0.927 1.450 -0.841
O 0.350 2.529 1.265
H 0.839 -1.066 -2.441
H 0.219 -2.400 -1.657
H -0.754 -1.160 -2.511
H -1.110 1.340 1.741
H 0.451 0.826 2.644
H 0.093 -1.409 1.174
H -1.502 -1.159 0.778
H 0.518 2.648 0.275
```

Output
- Strongest force on any atom: 5.11 eV/Å
- Spin multiplicity: 1
- HOMO level: -8.25 eV

[10]
C7H35NO9 | ωB97M-V/def2-TZVPD

XYZ file:
```
52
C7H35NO9 (ωB97M-V/def2-TZVPD)
C 1.426 -1.980 -2.335
C 0.317 -1.802 -1.299
C 0.955 -1.879 0.109
N 1.123 -0.551 0.746
C -0.220 0.116 0.966
C -0.479 0.129 2.478
C -0.248 1.572 0.466
C -1.661 2.122 0.436
H 2.326 -1.390 -2.185
H 1.844 -3.009 -2.264
H 1.158 -2.250 -3.365
H -0.252 -0.903 -1.509
H -0.324 -2.674 -1.435
H 1.953 -2.307 0.062
H 0.313 -2.505 0.720
H 1.672 0.024 0.107
H -0.963 -0.468 0.423
H 0.350 0.652 2.945
H -0.593 -0.881 2.870
H -1.410 0.618 2.742
H 0.137 1.559 -0.568
H 0.366 2.245 1.062
H -1.677 3.163 0.095
H -2.217 2.059 1.371
H -2.357 1.661 -0.268
O 3.017 1.343 -0.725
H 2.486 1.820 -0.060
H 3.892 1.693 -0.585
O -2.271 0.237 -2.482
H -1.399 0.084 -2.194
H -2.226 1.180 -2.783
O 1.012 -3.021 3.047
H 0.216 -3.363 3.466
H 0.839 -2.106 2.813
O 2.735 -0.725 3.306
H 3.081 -1.336 2.648
H 1.928 -0.422 2.895
O 0.936 1.382 -2.428
H 1.840 1.378 -2.053
H 0.891 0.663 -3.064
O -4.519 -0.518 -1.342
H -3.664 -0.173 -1.699
H -4.601 -1.367 -1.795
O -1.320 2.664 -3.058
H -1.613 3.538 -2.778
H -0.509 2.474 -2.559
O -3.137 -1.635 0.829
H -3.494 -1.314 -0.023
H -3.840 -1.493 1.455
O 2.780 1.945 1.869
H 2.298 2.514 2.476
H 3.104 1.236 2.454
```

Output
- Strongest force on any atom: 2.53 eV/Å
- Spin multiplicity: 1
- HOMO level: -8.98 eV
- Structure (SMILES): CCCN[C@@H](C)CC.O.O.O.O.O.O.O.O.O